Entry 1:
{
  "formula": "C21H35BrF7N3O6RuS2Si",
  "method": "ωB97M-V/def2-TZVPD",
  "total_charge": 1,
  "energy_ha": -5890.5080,
  "de_lowest_kcal_mol": 2.21,
  "multiplicity": 6,
  "e_homo_ev": [-12.3666, -12.3691],
  "lumo_energy_ha": [-0.1078, -0.2176],
  "symbols": ["H", "O", "O", "C", "H", "H", "H", "H", "H", "Si", "H", "S", "H", "C", "H", "Br", "F", "H", "C", "H", "C", "O", "Ru", "H", "C", "F", "C", "H", "H", "H", "H", "F", "H", "H", "H", "H", "H", "H", "H", "C", "H", "F", "O", "C", "C", "F", "C", "C", "H", "O", "N", "H", "H", "H", "H", "C", "N", "S", "C", "C", "C", "C", "C", "O", "H", "C", "H", "H", "H", "H", "F", "C", "N", "C", "C", "H", "F"],
  "coordinates": [[0.798, 4.381, -2.491], [-1.968, -2.192, 2.192], [-1.160, -7.438, -3.385], [3.137, 2.795, 1.912], [-0.171, -3.489, -1.376], [2.557, -5.992, 0.765], [3.778, 2.477, -1.455], [-2.077, 2.767, -0.015], [-1.369, -7.894, -4.205], [1.010, 2.722, -0.043], [2.874, 4.834, -0.895], [-3.150, -2.692, 1.467], [4.158, 3.134, 2.108], [1.928, -5.113, 0.722], [-0.903, 4.874, -1.043], [0.703, 0.593, 1.147], [-4.749, -4.723, 1.710], [-1.626, 2.292, 1.626], [-3.700, -4.227, 2.330], [2.324, 3.506, -2.669], [2.819, 3.070, 0.434], [-2.785, -3.027, 0.103], [-1.041, -1.134, 0.276], [-1.280, 1.336, -1.557], [-0.468, 5.086, -0.067], [-3.170, 0.342, 3.428], [1.174, -4.892, -0.425], [1.007, 4.850, 2.236], [3.105, 1.729, 2.141], [0.471, 5.621, -0.218], [2.415, -4.361, 2.683], [-0.989, -1.253, -1.640], [2.477, 1.016, -2.230], [-1.354, 3.036, -2.038], [-0.617, -5.478, -2.202], [2.520, 5.226, 0.792], [-0.917, 1.797, -3.207], [0.243, 3.382, 2.872], [0.945, -2.375, 2.430], [1.857, -4.211, 1.771], [-0.704, 4.845, 2.632], [-2.685, -5.077, 2.274], [-5.357, 0.188, 0.376], [-1.670, 3.127, 0.926], [1.286, -5.900, -1.542], [-3.989, -3.944, 3.584], [-4.266, 0.651, 2.743], [0.105, 4.241, 2.213], [-1.149, 5.768, 0.450], [2.279, -6.594, -1.619], [0.350, -2.869, 0.516], [1.144, 0.783, -3.352], [3.641, 1.162, -0.275], [0.998, 3.202, -3.781], [4.148, 4.763, 0.315], [3.087, 4.562, 0.140], [-4.403, -1.781, 1.603], [-4.267, -0.278, 1.145], [1.394, 0.964, -2.303], [1.240, 3.414, -2.736], [3.807, 2.235, -0.394], [0.164, -6.958, -3.442], [-0.303, 3.816, 0.794], [-2.904, -0.007, 0.616], [0.903, -7.728, -3.217], [0.696, 2.261, -1.864], [4.819, 2.451, -0.042], [-2.380, 3.852, 1.333], [0.384, -6.520, -4.420], [2.483, 3.316, 2.607], [-5.335, 0.329, 3.445], [-0.802, 2.106, -2.166], [0.250, -5.949, -2.408], [1.048, -3.102, 1.634], [0.405, -3.748, -0.496], [1.048, 0.095, -1.744], [-4.270, 1.948, 2.472]],
  "lowdin_spin": [0.00, 0.08, 0.00, 0.00, 0.00, 0.00, 0.00, 0.00, 0.00, 0.01, 0.00, 0.01, 0.00, 0.00, 0.00, 0.16, 0.00, 0.00, 0.00, 0.00, 0.00, 0.05, 4.01, 0.00, 0.00, 0.00, 0.00, 0.00, 0.00, 0.00, 0.00, 0.35, 0.00, 0.00, 0.00, 0.00, 0.00, 0.00, 0.00, 0.00, 0.00, 0.00, 0.01, 0.00, 0.00, 0.00, 0.00, 0.00, 0.00, 0.00, 0.12, 0.00, 0.00, 0.00, 0.00, 0.00, 0.00, 0.01, 0.00, 0.00, 0.00, 0.00, 0.00, 0.10, 0.00, 0.00, 0.00, 0.00, 0.00, 0.00, 0.00, 0.00, 0.00, 0.02, 0.01, 0.00, 0.00]
}

Entry 2:
{
  "formula": "C17H35Cl16NOP",
  "method": "ωB97M-V/def2-TZVPD",
  "total_charge": -1,
  "energy_ha": -8503.2668,
  "e_homo_ev": -3.1902,
  "lumo_energy_ha": 0.0809,
  "symbols": ["H", "H", "H", "H", "H", "C", "H", "Cl", "H", "Cl", "H", "Cl", "H", "C", "H", "C", "H", "Cl", "H", "Cl", "H", "H", "H", "H", "Cl", "Cl", "H", "H", "C", "Cl", "H", "O", "H", "Cl", "Cl", "H", "H", "C", "Cl", "H", "Cl", "Cl", "C", "N", "C", "C", "Cl", "H", "C", "C", "P", "C", "C", "H", "H", "H", "C", "H", "H", "H", "H", "C", "C", "H", "Cl", "H", "H", "H", "C", "Cl", "C"],
  "coordinates": [[-1.226, 0.728, -2.280], [-1.588, -0.351, 3.507], [-2.449, 3.479, -2.881], [5.158, 0.163, -1.100], [4.574, 1.771, -0.667], [0.246, -0.530, -6.237], [0.175, -0.292, 6.719], [1.696, 1.059, 0.028], [0.028, -1.415, -6.836], [1.976, -1.035, 4.392], [-1.164, -3.629, -1.013], [-0.545, 4.518, -5.837], [-2.587, -4.149, -2.909], [-1.868, 2.598, -3.150], [-3.063, 2.019, 9.182], [-2.274, -7.214, -0.566], [-1.611, 2.396, 10.114], [-2.669, -0.789, 8.566], [-0.018, -1.879, 5.942], [-2.651, 1.837, -4.558], [7.536, 0.964, -0.763], [-1.009, 2.471, 2.361], [2.172, 6.333, -4.073], [0.726, 6.475, -6.011], [5.422, 0.592, 1.184], [1.907, 1.613, -5.862], [-2.293, 0.135, 10.685], [6.684, 1.787, -2.073], [0.382, 5.888, -5.160], [-3.096, -2.001, -3.702], [-1.124, 2.122, -1.200], [-0.588, 2.293, 1.520], [-0.563, 0.186, -6.376], [7.061, 3.217, -0.256], [-0.848, -5.487, 1.018], [2.398, -0.625, -6.418], [-0.888, 2.923, -3.480], [1.579, 5.457, -4.337], [-3.291, 1.228, -1.253], [-0.594, -1.821, 3.389], [-0.628, -1.390, -1.405], [0.239, -1.041, -4.534], [-0.291, -0.816, 5.859], [-0.045, -0.404, 1.986], [-1.695, -2.812, -1.495], [-1.849, 0.308, 9.704], [-1.140, 2.180, 7.832], [-2.589, -2.595, -0.913], [1.578, 0.051, -6.653], [-2.015, 1.762, 9.324], [0.635, 1.133, 1.899], [6.710, 1.633, -0.994], [0.340, -0.244, 4.533], [-2.842, -8.145, -0.600], [-0.304, 6.500, -4.577], [0.391, 0.845, 4.671], [-1.949, -6.875, 0.872], [-2.850, -6.651, 1.441], [-1.372, -7.343, -1.161], [-0.799, 0.023, 9.749], [-1.372, -0.614, 5.913], [5.389, 1.062, -0.530], [-1.721, 1.651, -1.983], [1.581, 0.233, -7.728], [1.128, 4.675, -2.805], [-1.449, -7.722, 1.342], [2.214, 4.768, -4.891], [-1.148, -3.321, -3.521], [-2.041, -3.202, -2.910], [-3.284, -5.974, -1.359], [-0.540, -0.709, 3.323]],
  "lowdin_charge": [-0.03, 0.09, 0.07, 0.07, 0.04, -0.65, 0.04, 0.05, 0.07, 0.52, 0.01, 0.55, -0.01, -0.68, 0.07, -0.64, 0.07, 0.56, 0.05, 0.51, 0.06, -0.01, 0.07, 0.07, 0.53, 0.53, 0.07, 0.07, -0.65, 0.52, 0.05, -0.43, 0.05, 0.52, 0.59, 0.06, -0.01, -0.66, 0.52, 0.09, 0.58, 0.57, -0.20, -0.37, -0.66, -0.66, 0.57, 0.07, -0.66, -0.67, 0.42, -0.67, -0.75, 0.07, 0.07, 0.06, -0.66, 0.07, 0.07, 0.07, 0.04, -0.69, -0.68, 0.07, 0.59, 0.07, 0.05, 0.03, -0.70, 0.61, -0.48]
}

Entry 3:
{
  "formula": "C3H4N2O2",
  "method": "ωB97M-V/def2-TZVPD",
  "total_charge": 0,
  "energy_ha": -376.6327,
  "de_lowest_kcal_mol": 82.25,
  "smiles": "Nc1coc(=O)[nH]1",
  "e_homo_ev": -8.6717,
  "lumo_energy_ha": 0.0207,
  "symbols": ["H", "N", "C", "H", "O", "O", "N", "C", "H", "H", "C"],
  "coordinates": [[0.778, -0.865, 1.960], [0.578, 1.895, 0.193], [-0.633, -1.527, -0.826], [1.546, 2.182, 0.364], [-1.284, -2.227, -1.556], [0.317, -1.873, 0.048], [-0.783, -0.004, -0.638], [0.562, -0.596, 0.944], [0.298, 2.325, -0.689], [-1.621, 0.171, -0.065], [0.240, 0.520, 0.265]],
  "lowdin_charge": [0.10, 0.11, -0.50, 0.10, 0.12, 0.03, 0.09, 0.04, 0.10, 0.13, -0.33]
}

Entry 4:
{
  "formula": "C23H31Br2N2O9P2S5Ti",
  "method": "ωB97M-V/def2-TZVPD",
  "total_charge": -1,
  "energy_ha": -10353.2623,
  "de_lowest_kcal_mol": 0.00,
  "multiplicity": 3,
  "e_homo_ev": [-1.4736, -5.1706],
  "lumo_energy_ha": [0.0734, 0.0734],
  "symbols": ["H", "C", "O", "H", "H", "C", "C", "C", "H", "H", "C", "H", "H", "C", "O", "H", "H", "H", "C", "C", "P", "C", "S", "C", "O", "H", "Ti", "S", "C", "H", "C", "H", "Br", "H", "H", "H", "C", "H", "S", "H", "H", "C", "H", "H", "O", "H", "O", "N", "H", "S", "C", "C", "C", "H", "C", "H", "O", "O", "H", "H", "S", "H", "O", "P", "C", "Br", "C", "C", "O", "H", "H", "N", "C", "C", "H"],
  "coordinates": [[3.839, -0.095, -2.650], [-2.721, 2.642, 3.658], [-0.087, -2.992, 2.758], [-2.735, 2.352, -2.938], [3.350, 2.404, -3.021], [0.792, 3.593, -3.275], [-4.092, -2.181, -0.567], [-4.789, -3.137, -1.323], [2.873, 0.722, -4.864], [1.663, 2.502, 2.990], [-4.118, 2.975, 1.066], [2.943, 0.029, -1.106], [4.353, -0.181, 2.640], [1.780, 0.567, -4.724], [2.069, -2.291, 4.602], [4.429, -2.990, 2.409], [-3.958, 0.996, -2.818], [4.413, 2.025, -1.633], [3.042, 0.475, -2.146], [-3.041, 1.459, -2.376], [1.300, -3.621, 2.555], [-2.218, 2.191, 2.468], [2.233, 2.859, -0.958], [-0.375, 2.196, 3.706], [2.695, -1.606, 0.746], [1.488, 1.305, 4.306], [-0.709, -1.171, 2.295], [-1.551, 2.758, 4.880], [0.976, 1.742, -5.316], [-4.751, -4.728, -2.795], [-3.334, 1.911, -0.958], [-2.300, 0.673, -2.352], [-1.301, -0.757, 4.756], [1.765, -5.749, 2.724], [-4.580, -1.525, 0.153], [1.281, 4.961, -1.608], [-2.917, 2.297, 1.189], [4.053, -4.003, 3.822], [-4.701, 2.963, -0.540], [-0.132, 4.198, -3.431], [2.002, -3.086, 0.659], [-2.716, -2.111, -0.733], [-3.795, 2.915, 3.797], [-1.031, -2.627, -2.033], [1.668, -3.975, 1.053], [2.589, 4.560, -2.636], [-2.508, -1.157, 1.444], [-0.873, 1.814, 2.534], [1.243, -1.770, 4.594], [1.640, 3.369, -4.822], [4.000, -3.022, 3.398], [-2.064, -2.777, -1.797], [1.734, 4.118, -2.178], [-0.116, 1.684, -5.114], [-2.750, -3.766, -2.490], [4.530, -2.274, 4.009], [-0.595, -1.696, 0.401], [1.291, -5.058, 3.216], [1.231, 3.050, 4.659], [-5.861, -3.243, -1.176], [1.424, 0.254, -2.997], [0.440, 2.596, -2.961], [1.049, -0.395, 2.229], [2.435, -1.103, 2.110], [3.414, 1.976, -2.016], [-1.959, -4.708, -3.819], [-1.897, -1.605, 0.380], [1.112, 2.258, 3.920], [3.409, -0.008, 2.751], [1.559, -0.389, -5.259], [-4.480, 3.600, 1.890], [-2.525, 1.619, 0.034], [-4.151, -3.966, -2.254], [2.545, -2.572, 3.315], [1.075, 1.725, -6.429]],
  "lowdin_spin": [0.00, 0.00, 0.02, 0.00, 0.00, 0.00, 0.12, 0.02, 0.00, 0.00, 0.00, 0.00, 0.00, 0.00, 0.00, 0.00, 0.00, 0.00, 0.00, 0.00, 0.00, 0.00, 0.00, 0.00, 0.00, 0.00, 1.01, 0.00, 0.00, 0.01, 0.00, 0.00, 0.01, 0.00, 0.01, 0.00, 0.00, 0.00, 0.00, 0.00, 0.00, 0.11, 0.00, 0.01, 0.00, 0.00, 0.05, 0.00, 0.00, 0.00, 0.00, 0.10, 0.00, 0.00, 0.02, 0.00, 0.08, 0.00, 0.00, 0.00, 0.00, 0.00, 0.01, 0.00, 0.00, 0.00, 0.22, 0.00, 0.00, 0.00, 0.00, 0.00, 0.17, 0.00, 0.00]
}

Entry 5:
{
  "formula": "C11H18OS",
  "method": "ωB97M-V/def2-TZVPD",
  "total_charge": 0,
  "energy_ha": -903.2663,
  "de_lowest_kcal_mol": 3.12,
  "smiles": "CC1(C)C[C@H]2CC[C@](O)(CC2)C1=S",
  "e_homo_ev": -8.8363,
  "lumo_energy_ha": -0.0035,
  "symbols": ["C", "O", "C", "H", "H", "H", "H", "H", "C", "C", "H", "S", "C", "H", "H", "H", "C", "C", "C", "C", "C", "H", "C", "H", "H", "H", "H", "H", "H", "H", "H"],
  "coordinates": [[-0.444, 1.982, -0.007], [1.655, 2.174, 1.001], [0.326, 0.687, 2.060], [-1.296, -2.135, -0.400], [0.066, 0.768, -2.494], [1.007, -2.767, -0.055], [-1.325, -0.474, 2.873], [2.486, 1.706, 0.801], [1.135, -2.281, -0.995], [0.709, 1.342, 0.722], [-0.127, 1.987, -0.972], [2.948, -0.074, -0.058], [0.501, -0.375, -2.379], [2.305, -2.146, -1.348], [-0.478, 2.889, 0.470], [-0.096, 1.488, 2.538], [0.440, -0.902, -0.919], [1.303, 0.076, -0.116], [-1.573, -0.241, 0.662], [-1.039, -1.018, -0.485], [-0.739, -0.399, 1.908], [-1.695, -0.769, -1.429], [-1.781, 1.260, 0.282], [-0.206, -1.263, 1.951], [0.718, -2.879, -1.711], [-2.356, 1.749, 1.177], [-2.333, 1.236, -0.742], [1.185, 0.442, 2.681], [-2.544, -0.618, 0.932], [-0.247, -0.968, -3.063], [1.496, -0.478, -2.884]],
  "lowdin_charge": [-0.09, -0.01, -0.10, 0.15, 0.13, 0.07, 0.14, -0.01, -0.09, -0.62, 0.07, 0.85, -0.07, 0.10, 0.10, 0.09, -0.55, -0.47, -0.34, -0.13, -0.14, 0.14, -0.10, 0.08, 0.04, 0.15, 0.14, 0.13, 0.13, 0.11, 0.09]
}

Entry 6:
{
  "formula": "C18H43BrMnNO4",
  "method": "ωB97M-V/def2-TZVPD",
  "total_charge": 0,
  "energy_ha": -4792.2365,
  "multiplicity": 7,
  "e_homo_ev": [-7.7526, -7.7546],
  "lumo_energy_ha": [-0.0108, -0.0467],
  "symbols": ["H", "H", "C", "H", "H", "C", "H", "H", "H", "H", "H", "C", "H", "O", "H", "N", "C", "H", "H", "H", "H", "H", "H", "C", "Mn", "H", "H", "H", "O", "H", "H", "C", "H", "H", "H", "C", "H", "H", "H", "H", "C", "H", "H", "H", "H", "H", "C", "C", "H", "C", "C", "H", "H", "H", "H", "H", "O", "H", "C", "H", "C", "O", "C", "C", "H", "Br", "C", "C"],
  "coordinates": [[4.171, 4.637, -2.256], [-2.660, -1.559, 0.493], [-0.890, -0.356, 4.078], [-4.167, 2.776, -1.780], [-1.232, 2.815, -0.760], [0.891, -0.286, 2.217], [5.171, 4.393, -0.759], [2.053, 1.444, 1.803], [-2.359, -0.338, 2.424], [0.651, -5.016, -2.928], [0.160, -2.424, -2.906], [-1.841, -1.051, 3.066], [-1.401, -3.735, 3.345], [3.247, 2.670, -0.888], [-0.100, -4.006, 2.157], [-0.028, -1.210, 1.394], [-0.564, -3.275, 2.820], [-3.222, 0.583, -1.228], [-3.520, 3.557, -0.295], [0.591, -1.210, -0.338], [-0.827, 1.693, -2.742], [-0.605, -4.604, -1.830], [2.132, 0.356, 0.492], [-1.084, -1.976, 2.028], [3.201, -0.129, -4.067], [2.395, 2.268, -1.072], [-0.322, -3.911, -5.302], [2.515, -1.840, 2.353], [0.657, -1.819, 0.401], [-1.526, 0.234, 4.738], [-0.517, 1.290, 2.794], [-2.155, -2.384, 0.995], [4.290, 5.875, -1.008], [-2.364, 1.053, 0.313], [2.089, 4.215, -1.242], [-0.423, -3.102, -3.529], [-2.875, -3.127, 1.338], [-1.572, 0.221, -1.071], [-0.987, -5.240, -3.479], [-0.368, -1.062, 4.723], [2.996, 4.033, -0.665], [-2.258, -2.148, -2.846], [3.492, 3.634, 1.433], [0.792, 1.030, 3.854], [0.696, 1.262, 0.689], [2.805, -0.407, 3.292], [0.061, 0.488, 3.254], [-0.348, -4.583, -2.889], [2.797, 5.245, 1.205], [-2.309, 0.965, -0.772], [-3.285, 3.197, -1.297], [-1.589, -2.801, 0.162], [-3.187, 4.026, -1.997], [-2.624, -1.649, 3.532], [-2.492, -3.475, -4.010], [0.143, -2.943, 3.580], [0.168, -3.249, -4.809], [-2.028, -1.924, -4.583], [-1.875, -2.614, -3.754], [1.883, 3.721, 1.087], [2.812, 4.225, 0.821], [-1.679, 2.132, -2.688], [2.014, -1.063, 2.929], [-2.021, 2.350, -1.351], [1.594, -1.612, 3.771], [1.135, 0.225, -2.521], [4.252, 4.799, -1.181], [1.448, 0.717, 1.260]],
  "lowdin_spin": [0.00, 0.00, 0.00, 0.00, 0.00, 0.00, 0.00, 0.00, 0.00, 0.00, 0.00, 0.00, 0.00, 0.01, 0.00, 0.00, 0.00, 0.00, 0.00, 0.00, 0.00, 0.00, 0.00, 0.00, 5.73, 0.00, 0.00, 0.00, 0.00, 0.00, 0.00, 0.00, 0.00, 0.00, 0.00, 0.00, 0.00, 0.00, 0.00, 0.00, 0.00, 0.00, 0.00, 0.00, 0.00, 0.00, 0.00, 0.00, 0.00, 0.00, 0.00, 0.00, 0.00, 0.00, 0.00, 0.00, 0.01, 0.00, 0.00, 0.00, 0.00, 0.00, 0.00, 0.00, 0.00, 0.23, 0.00, 0.00]
}